(1)
Here is a structure of composition C42H45N8O4PReS in a non-equilibrium geometry from the OMol25 dataset. Energies are from ωB97M-V/def2-TZVPD.

Cartesian coordinates (Å):
Re 0.65738 1.22436 -0.19540
O -1.22025 1.35316 3.91066
C -0.63669 2.47380 4.40580
C -1.01535 2.99258 5.64107
C -0.42396 4.13615 6.13923
C 0.56823 4.78526 5.41091
C 0.95200 4.27848 4.19019
C 0.36155 3.11968 3.66233
C 0.79172 2.63637 2.34461
O 0.13960 1.71395 1.71370
N 1.87563 3.16744 1.82402
N 2.26424 2.62263 0.64372
C 3.42602 3.04071 0.24813
C 4.25118 2.46633 -0.79515
C 5.43803 3.10296 -1.15935
C 6.26268 2.49443 -2.09009
C 5.88457 1.27337 -2.62261
C 4.68381 0.71678 -2.19862
N 3.88686 1.28765 -1.30957
H -1.82069 0.99156 4.57091
H -1.78855 2.48702 6.20942
H -0.74097 4.52586 7.09724
H 1.03739 5.68005 5.79527
H 1.70834 4.77311 3.60079
H 3.84987 3.85545 0.82644
H 5.69780 4.05624 -0.71775
H 7.19089 2.96156 -2.39022
H 6.51030 0.75593 -3.33579
H 4.35595 -0.24415 -2.58572
C -3.06011 -12.02842 0.02085
O -1.74181 -11.49778 0.01073
C -1.57484 -10.17571 -0.02368
C -2.61982 -9.24757 -0.07969
C -2.33937 -7.89648 -0.07023
C -1.02474 -7.42816 -0.01089
C 0.01522 -8.36711 0.00946
C -0.25218 -9.71241 -0.00318
C -0.71440 -6.01299 0.04316
N 0.49246 -5.48107 0.04096
C 0.31313 -4.13881 0.10006
C -1.04216 -3.82566 0.14463
N -1.67969 -5.03311 0.11104
C -1.54034 -2.49928 0.20354
C -2.88434 -2.12520 0.37413
C -3.20450 -0.78929 0.43467
C -2.20526 0.16042 0.24165
N -0.93577 -0.17012 0.05348
C -0.57425 -1.47770 0.11129
C 0.82432 -1.77595 0.15433
N 1.66245 -0.71525 0.26507
C 2.95715 -0.93336 0.41944
C 3.50019 -2.21932 0.42916
C 2.67348 -3.30759 0.28681
C 1.29069 -3.10075 0.16789
H -2.94965 -13.10477 0.09785
H -3.58742 -11.78558 -0.90390
H -3.62653 -11.66150 0.87908
H -3.64761 -9.57713 -0.12653
H -3.18004 -7.21463 -0.12015
H 1.03590 -8.01090 0.04345
H 0.54169 -10.44696 0.01485
H -2.67048 -5.18796 0.15370
H -3.65139 -2.87908 0.49235
H -4.21830 -0.46051 0.61169
H -2.43313 1.21250 0.22774
H 3.58969 -0.06551 0.53407
H 4.56682 -2.33913 0.55365
H 3.05896 -4.31878 0.29357
C -1.21646 5.04359 1.08920
C -1.86617 4.26609 -0.05257
C -3.06289 3.47275 0.46870
P -0.64774 3.28342 -1.06892
C 0.61389 4.59658 -1.48997
C 0.04137 5.93487 -1.96026
C 1.64157 4.10821 -2.51186
C -1.54368 2.90563 -2.66102
C -2.21041 1.52744 -2.70718
C -2.57016 3.96755 -3.06213
H -1.96851 5.68522 1.55095
H -0.39882 5.67992 0.75563
H -0.84406 4.37711 1.85766
H -2.23179 4.98677 -0.78698
H -2.77238 2.82453 1.29825
H -3.54578 2.88506 -0.31465
H -3.80508 4.17370 0.85243
H 1.12771 4.76025 -0.53789
H -0.37192 5.85236 -2.96454
H 0.86244 6.65153 -2.01066
H -0.71325 6.35153 -1.29562
H 1.21340 4.04810 -3.51051
H 2.03093 3.12897 -2.25421
H 2.47479 4.81256 -2.54528
H -0.73523 2.89734 -3.39463
H -3.08757 1.47950 -2.06030
H -1.52395 0.72753 -2.43696
H -2.54886 1.33837 -3.72678
H -3.46264 3.92042 -2.43634
H -2.88434 3.77270 -4.08828
H -2.18316 4.98306 -3.02993
O 0.80804 1.38620 -4.46278
S 1.13088 0.36077 -3.48518
N 0.93824 0.72027 -2.03769

The LUMO energy (spin up / spin down) is -0.213 / -0.256 hartree. The value obtained for the relative energy (zero: lowest compared OMol25 entry of this formula, charge and spin) is 25.17 kJ/mol. As for the total charge: +2. As for the spin multiplicity: 4.

=====

(2)
Here is a structure of composition H18HgO13P in a non-equilibrium geometry from the OMol25 dataset. Energies are from ωB97M-V/def2-TZVPD.

Cartesian coordinates (Å):
Hg 0.09554 0.09841 -0.03676
P 0.72586 -2.06851 1.53128
O -0.22554 -0.92156 1.86798
O 1.21302 -1.75711 0.03039
O 1.44237 -0.77216 1.32025
O -0.42980 -1.92880 0.61011
O -0.53271 2.57437 0.43514
H -0.93028 3.34839 0.21830
H 0.12491 2.88971 1.03497
O -0.31701 -1.42074 -1.92751
H 0.26568 -1.78736 -1.16470
H -1.23755 -1.56368 -1.67840
O 0.65179 1.33762 2.71721
H 1.03600 1.17945 3.53930
H 0.37966 0.42520 2.41409
O 2.35375 1.29004 0.48434
H 2.00933 0.53442 1.11088
H 2.76591 0.76849 -0.20177
O -2.48360 -0.07416 1.52156
H -2.61902 -0.47763 0.69021
H -1.57840 -0.37068 1.78958
O -2.56544 -1.87254 -0.47488
H -1.64121 -1.84887 -0.03202
H -2.82202 -2.71696 -0.10867
O 0.71381 1.42132 -2.02051
H -0.02663 1.83898 -2.50166
H 1.47194 1.46491 -2.58735
O -2.08454 0.84663 -1.31723
H -2.21535 0.46589 -2.17547
H -1.84573 1.77355 -1.41560
O 2.70069 -0.54645 -1.43056
H 3.46616 -1.12665 -1.48802
H 2.13842 -1.00350 -0.75449

The LUMO energy is 0.085 hartree. The value obtained for the relative energy (zero: lowest compared OMol25 entry of this formula, charge and spin) is 0.00 kJ/mol. As for the total charge: -1.